C30H32N9NaS as an isolated structure. Source: OMol25; level of theory: the ωB97M-V functional and the def2-TZVPD basis.

The HOMO-LUMO gap is 6.034 eV. The energy above the lowest of the compared OMol25 structures with the same formula, charge and spin comes out at 46.88 kJ/mol. Its total charge is 0. As for the lowest unoccupied orbital energy: -0.88 eV. The HOMO energy is -6.92 eV.

Positions of all 73 atoms, in Å:
Na  -0.427  1.375  0.247
N  0.997  4.057  2.859
C  0.235  2.947  2.591
S  -1.408  3.190  2.140
N  0.899  1.818  2.762
N  0.332  0.689  2.254
C  0.615  -0.415  2.843
C  1.343  -0.510  4.135
C  2.480  -1.305  4.245
C  3.164  -1.398  5.448
C  2.704  -0.707  6.559
C  1.565  0.081  6.459
C  0.891  0.185  5.253
C  0.206  -1.666  2.160
C  -0.044  -2.822  2.903
C  -0.392  -3.986  2.247
C  -0.468  -3.973  0.862
C  -0.212  -2.779  0.210
N  0.109  -1.644  0.825
H  0.491  4.894  3.090
H  1.862  3.884  3.348
H  2.832  -1.854  3.379
H  4.052  -2.012  5.519
H  3.232  -0.782  7.501
H  1.202  0.621  7.324
H  0.013  0.811  5.167
H  0.034  -2.791  3.981
H  -0.597  -4.890  2.807
H  -0.716  -4.861  0.298
H  -0.264  -2.737  -0.873
C  4.772  -0.741  -1.278
C  3.996  -0.532  -0.148
C  2.836  0.224  -0.238
C  2.468  0.765  -1.461
C  3.243  0.565  -2.600
C  4.395  -0.192  -2.501
N  1.255  1.521  -1.453
N  0.954  2.039  -2.536
C  -0.271  2.789  -2.520
C  -0.457  3.650  -3.590
C  -1.616  4.408  -3.616
C  -2.533  4.258  -2.589
C  -2.254  3.353  -1.573
N  -1.146  2.624  -1.539
H  5.676  -1.331  -1.210
H  4.292  -0.951  0.804
H  2.219  0.404  0.633
H  2.936  1.000  -3.540
H  5.007  -0.356  -3.378
H  0.298  3.716  -4.359
H  -1.798  5.104  -4.424
H  -3.450  4.829  -2.565
H  -2.940  3.210  -0.747
C  -1.102  -0.791  -2.568
C  -1.544  -2.038  -3.379
N  -2.992  -2.217  -3.274
C  -3.659  -1.018  -3.784
C  -3.204  0.233  -2.981
N  -2.266  -0.170  -1.935
C  -2.929  -1.135  -1.054
C  -3.343  -2.391  -1.863
H  -0.634  -0.047  -3.217
H  -0.377  -1.041  -1.789
H  -1.062  -2.948  -3.012
H  -1.286  -1.937  -4.435
H  -4.737  -1.170  -3.704
H  -3.420  -0.917  -4.845
H  -4.051  0.736  -2.509
H  -2.705  0.962  -3.624
H  -3.798  -0.641  -0.613
H  -2.249  -1.385  -0.238
H  -4.418  -2.574  -1.798
H  -2.836  -3.286  -1.494